(1)
The following is a quantum chemistry calculation of a molecular structure, C20H20N3OSZr, from the Open Molecules 2025 dataset.

Computed properties:
net charge = +3
relative energy (zero: lowest compared OMol25 entry of this formula, charge and spin) = 0.000 eV
HOMO energy = -18.05 eV
gap between HOMO and LUMO = 7.580 eV

Geometry (Å):
Zr1 -0.418 -0.278 0.225
C1 3.754 0.643 1.680
C2 2.525 0.016 1.491
N1 1.532 0.577 0.796
C3 1.712 1.825 0.243
C4 2.925 2.511 0.390
C5 3.953 1.885 1.128
C6 3.091 3.811 -0.184
C7 2.082 4.394 -0.868
C8 0.830 3.720 -1.032
C9 -0.246 4.307 -1.732
C10 -1.438 3.636 -1.857
C11 -1.557 2.373 -1.284
N2 -0.559 1.780 -0.625
C12 0.638 2.444 -0.486
H1 4.523 0.145 2.253
H2 2.335 -0.967 1.910
H3 4.899 2.397 1.257
H4 4.039 4.315 -0.050
H5 2.199 5.379 -1.298
H6 -0.120 5.292 -2.164
H7 -2.280 4.061 -2.386
H8 -2.487 1.820 -1.368
C13 -3.380 0.016 1.455
C14 -2.257 -0.526 2.312
C15 -1.376 0.556 2.911
O1 -1.373 -1.340 1.436
H9 -4.016 0.678 2.045
H10 -3.994 -0.769 1.018
H11 -2.996 0.655 0.634
H12 -2.628 -1.206 3.077
H13 -1.119 1.353 2.180
H14 -0.465 0.138 3.345
H15 -1.894 1.106 3.699
S1 0.152 -1.723 -1.676
C16 -0.281 -3.435 -1.565
N3 -0.217 -4.091 -2.751
C17 -0.474 -5.402 -2.885
C18 -0.826 -6.149 -1.781
C19 -0.904 -5.509 -0.554
C20 -0.632 -4.145 -0.439
H16 0.044 -3.570 -3.583
H17 -0.385 -5.800 -3.886
H18 -1.032 -7.203 -1.892
H19 -1.178 -6.064 0.334
H20 -0.704 -3.658 0.526

(2)
The following is a quantum chemistry calculation of 2 unconnected molecules or ions with the total composition CH3O3, from the Open Molecules 2025 dataset.

Computed properties:
net charge = -1
relative energy (zero: lowest compared OMol25 entry of this formula, charge and spin) = 0.125 eV
HOMO energy = -4.35 eV
gap between HOMO and LUMO = 8.936 eV

Geometry (Å):
O1 -1.395 1.295 0.658
C1 -1.414 0.279 -0.049
O2 -0.526 -0.605 -0.220
H1 -2.368 0.041 -0.608
H2 2.358 -0.675 0.623
H3 1.178 -0.140 -0.209
O3 2.167 -0.194 -0.196

(3)
The following is a quantum chemistry calculation of a molecular structure, C9H18NO8PS at a distorted geometry, from the Open Molecules 2025 dataset.

Computed properties:
HOMO energy = -10.27 eV
gap between HOMO and LUMO = 10.331 eV

Geometry (Å):
C1 3.841 0.655 1.194
C2 3.446 0.380 -0.265
C3 1.925 0.275 -0.455
C4 1.384 -0.991 0.142
O1 1.488 -2.181 -0.713
S1 1.112 -3.363 0.284
O2 2.204 -3.607 1.155
O3 0.521 -4.440 -0.411
O4 -0.017 -2.543 1.095
C5 -0.040 -1.137 0.656
C6 -0.436 -0.235 1.808
C7 -0.808 1.213 1.441
O5 -2.117 1.503 1.875
P1 -1.395 -1.147 -0.641
O6 -2.700 -0.855 -0.041
O7 -1.384 -2.537 -1.406
O8 -0.895 -0.130 -1.762
H1 4.787 1.185 1.262
H2 3.920 -0.281 1.749
H3 3.053 1.231 1.687
H4 3.831 1.167 -0.911
H5 3.880 -0.568 -0.591
H6 1.695 0.326 -1.521
H7 1.458 1.138 0.020
H8 1.996 -1.261 1.012
H9 -1.244 -0.673 2.389
H10 0.446 -0.206 2.459
H11 -0.126 1.895 1.956
H12 -0.692 1.384 0.366
H13 -2.642 1.843 1.141
H14 -1.842 -3.193 -0.856
H15 -1.592 -0.030 -2.430
C8 -3.752 2.414 -2.417
C9 -4.014 2.753 -1.025
N1 -4.227 3.027 0.062
H16 -4.229 1.465 -2.659
H17 -4.156 3.187 -3.067
H18 -2.678 2.335 -2.583

Repeat the first record exactly.
The following is a quantum chemistry calculation of a molecular structure, C20H20N3OSZr, from the Open Molecules 2025 dataset.

Computed properties:
net charge = +3
relative energy (zero: lowest compared OMol25 entry of this formula, charge and spin) = 0.000 eV
HOMO energy = -18.05 eV
gap between HOMO and LUMO = 7.580 eV

Geometry (Å):
Zr1 -0.418 -0.278 0.225
C1 3.754 0.643 1.680
C2 2.525 0.016 1.491
N1 1.532 0.577 0.796
C3 1.712 1.825 0.243
C4 2.925 2.511 0.390
C5 3.953 1.885 1.128
C6 3.091 3.811 -0.184
C7 2.082 4.394 -0.868
C8 0.830 3.720 -1.032
C9 -0.246 4.307 -1.732
C10 -1.438 3.636 -1.857
C11 -1.557 2.373 -1.284
N2 -0.559 1.780 -0.625
C12 0.638 2.444 -0.486
H1 4.523 0.145 2.253
H2 2.335 -0.967 1.910
H3 4.899 2.397 1.257
H4 4.039 4.315 -0.050
H5 2.199 5.379 -1.298
H6 -0.120 5.292 -2.164
H7 -2.280 4.061 -2.386
H8 -2.487 1.820 -1.368
C13 -3.380 0.016 1.455
C14 -2.257 -0.526 2.312
C15 -1.376 0.556 2.911
O1 -1.373 -1.340 1.436
H9 -4.016 0.678 2.045
H10 -3.994 -0.769 1.018
H11 -2.996 0.655 0.634
H12 -2.628 -1.206 3.077
H13 -1.119 1.353 2.180
H14 -0.465 0.138 3.345
H15 -1.894 1.106 3.699
S1 0.152 -1.723 -1.676
C16 -0.281 -3.435 -1.565
N3 -0.217 -4.091 -2.751
C17 -0.474 -5.402 -2.885
C18 -0.826 -6.149 -1.781
C19 -0.904 -5.509 -0.554
C20 -0.632 -4.145 -0.439
H16 0.044 -3.570 -3.583
H17 -0.385 -5.800 -3.886
H18 -1.032 -7.203 -1.892
H19 -1.178 -6.064 0.334
H20 -0.704 -3.658 0.526

Question: Among the records above, which one has the lowest gap between HOMO and LUMO?
Answer: C20H20N3OSZr